{"formula": "C33H40IN2O8S4", "method": "ωB97M-V/def2-TZVPD", "e_homo_ev": -10.59, "homo_lumo_gap_ev": 7.00, "total_energy_ha": -3882.7806, "total_charge": 1, "species": ["I", "S", "S", "S", "S", "O", "O", "O", "O", "O", "O", "O", "O", "N", "N", "C", "C", "C", "C", "C", "C", "C", "C", "C", "C", "C", "C", "C", "C", "C", "C", "C", "C", "C", "C", "C", "C", "C", "C", "C", "C", "C", "C", "C", "C", "C", "C", "C", "H", "H", "H", "H", "H", "H", "H", "H", "H", "H", "H", "H", "H", "H", "H", "H", "H", "H", "H", "H", "H", "H", "H", "H", "H", "H", "H", "H", "H", "H", "H", "H", "H", "H", "H", "H", "H", "H", "H", "H"], "xyz": [[-3.563031, -0.670002, -2.378810], [0.713434, 1.156923, 0.924080], [-4.483178, 1.824280, 0.514235], [1.732619, -2.883697, -2.031882], [3.246899, -5.029078, -0.606865], [-0.822452, 2.412518, -3.502586], [-4.393283, 3.195166, 0.968537], [0.312895, 2.524448, 1.100871], [-7.129456, 5.117033, 6.361610], [1.819924, 1.150434, 0.010573], [-5.364056, 5.113949, 4.964591], [-5.150492, 1.045979, 1.535232], [-0.995912, -0.051176, 4.474130], [-0.648165, 0.148897, 0.259508], [4.424712, -3.320565, -2.324558], [1.349540, 0.561622, 2.506057], [0.571866, -3.380069, -0.731226], [-4.993947, 2.800325, 4.800465], [-6.365129, 4.519158, 5.666648], [6.812210, -3.649800, -2.098194], [-3.588681, -1.815844, 0.998067], [8.080475, -3.243999, -0.086874], [-1.690723, -0.321279, 3.522338], [-0.596976, -2.389365, -0.480227], [-1.955877, 0.373872, 0.981298], [-2.796602, 1.342439, 0.060039], [5.660412, -2.906585, -0.126451], [-0.086142, -1.245553, 0.445898], [-0.697646, 1.000415, -3.601179], [0.267502, 1.904743, -4.427755], [-5.602167, 1.884851, -0.920770], [4.260703, -0.786214, -2.117823], [6.876927, -2.888747, 0.540230], [4.046171, -0.624326, -4.907319], [5.615862, -3.292645, -1.475213], [-0.897288, 0.667827, -1.155328], [4.201705, -1.867755, -4.267184], [-2.878620, -0.835181, 1.041409], [3.268277, -3.764351, -1.643020], [-6.377577, 3.028954, 5.391786], [-2.430413, 0.865614, -1.424862], [0.000352, 0.271412, -2.341944], [8.041709, -3.636347, -1.431488], [-1.968203, 0.794559, 2.483220], [4.294002, -1.968896, -2.880870], [4.006557, 0.530195, -4.130800], [-4.698335, 4.139082, 4.147023], [4.100802, 0.450300, -2.730745], [-2.229853, 2.293007, 0.188812], [1.020753, -1.277762, 0.417545], [3.945604, -0.578331, -5.995674], [-1.332382, -2.970936, 0.105556], [1.125544, -3.510592, 0.223175], [0.987937, 0.742629, -2.375176], [-3.631100, 4.356327, 4.118500], [-5.098222, 4.202420, 3.134023], [-1.336579, 1.653319, 2.759220], [1.090664, 1.301370, 3.284741], [-6.525687, 2.465246, 6.309226], [-6.460191, 2.518068, -0.642548], [4.325256, -0.825501, -1.027423], [4.044150, 1.342663, -2.101794], [-3.010783, 1.122650, 2.696866], [9.038843, -3.213115, 0.440154], [-4.277808, 2.613823, 5.605101], [-4.944166, 1.961607, 4.104722], [-0.626712, 1.748953, -1.081654], [-5.033965, 2.411471, -1.713356], [-1.145928, -2.071706, -1.378057], [0.977479, -0.410053, 2.856175], [-2.630851, 1.797177, -1.979742], [-1.466056, 0.433666, -4.165873], [0.135302, -4.376002, -0.931685], [2.452680, 0.506426, 2.491870], [8.969777, -3.913974, -1.943644], [6.940846, -2.560637, 1.585798], [4.247890, -2.790475, -4.858179], [-7.169847, 2.808055, 4.674745], [0.012623, 1.981186, -5.488364], [-0.345432, -1.545203, 1.480375], [-2.126526, -1.344326, 3.497708], [-5.889561, 0.884690, -1.269434], [6.833282, -3.933337, -3.159043], [-0.035165, -0.769499, -2.684918], [1.068627, 2.438257, -3.916346], [-4.201393, -2.673547, 1.239675], [3.863677, 1.500691, -4.620222], [4.705881, -2.633555, 0.341744]], "forces_ev_per_angstrom": [[0.2, 0.0, 0.1], [3.9, 4.3, 0.3], [-3.5, 1.9, 1.9], [0.4, 0.4, -0.1], [0.0, 0.2, -0.2], [-0.7, -1.2, -1.0], [1.3, 0.1, -1.0], [-2.1, -0.8, 0.5], [0.2, 0.2, 0.0], [-0.6, -2.1, -0.5], [0.0, -0.1, 0.1], [1.0, -1.5, -0.7], [-0.2, -0.1, -0.4], [0.1, -0.9, 0.1], [-1.1, 1.9, 2.0], [-0.3, -0.7, 1.3], [-0.3, -0.9, 0.6], [0.1, -0.3, 0.0], [-0.5, 0.0, 0.1], [0.4, -0.2, -0.6], [0.6, 0.8, 1.0], [-0.4, -0.2, -0.6], [0.6, 0.5, 0.8], [0.1, -0.3, 0.4], [-4.4, -0.9, 1.3], [2.4, -0.2, -0.8], [-0.6, -0.1, -0.7], [-0.3, -1.8, 0.1], [3.0, 0.9, 0.0], [-2.9, 0.1, 2.1], [1.3, -0.1, -0.8], [-0.1, -0.3, 0.2], [0.6, 0.3, 0.5], [0.0, -0.3, 0.5], [1.6, -1.0, -0.1], [0.5, 2.0, -1.9], [-0.1, -0.1, -0.3], [1.0, -1.2, -1.0], [-0.3, -0.5, 0.1], [0.6, -0.1, 0.0], [-0.2, 0.8, 2.3], [-2.0, 0.6, -2.2], [-0.2, 0.3, 0.6], [0.2, 0.0, 0.3], [-0.1, 0.6, -1.3], [-0.3, 0.2, 0.0], [0.1, -0.1, -0.2], [0.0, -0.3, -0.3], [-0.8, -0.1, -0.3], [-0.5, 0.8, -0.4], [0.1, 0.0, 0.4], [0.3, 0.3, -0.4], [-0.1, 0.0, -0.6], [-0.1, -0.7, 0.8], [-0.1, 0.2, 0.0], [0.0, 0.0, 0.0], [-0.1, -0.3, -0.3], [-0.3, -0.2, -0.6], [-0.3, 0.1, 0.0], [0.5, -0.4, 0.4], [0.0, 0.0, -0.4], [0.1, -0.3, -0.3], [0.4, -0.3, -0.3], [-0.5, 0.0, -0.1], [0.0, 0.0, 0.0], [0.0, 0.1, -0.1], [0.0, -0.6, 0.3], [-0.4, -0.3, 0.2], [0.5, 0.0, 0.2], [0.0, 0.3, -0.3], [0.6, -0.8, -0.4], [0.5, 0.6, 0.4], [0.3, 0.5, -0.1], [-0.5, 0.1, -0.8], [-0.5, 0.1, 0.1], [-0.3, -0.2, -0.4], [-0.1, 0.4, 0.2], [-0.1, 0.0, 0.1], [0.4, 0.3, 0.4], [0.0, 0.4, -0.5], [-0.2, 0.5, -0.6], [0.0, 0.4, 0.3], [-0.3, 0.1, 0.5], [0.5, 0.1, 0.7], [0.9, -1.1, -0.9], [0.1, 0.4, -0.5], [0.1, -0.4, 0.3], [0.6, -0.1, 0.1]], "mulliken_charge": [0.170, 1.517, 1.669, 0.042, -0.169, -0.454, -0.710, -0.662, -0.550, -0.555, -0.381, -0.691, -0.485, 1.611, 0.243, -1.207, -1.355, -0.033, 0.426, -0.240, -0.472, -0.420, -0.299, -0.535, 1.219, -1.145, 0.263, -1.183, 0.010, -0.659, -1.103, 0.397, -0.946, -0.819, -0.005, -0.714, 0.166, -1.454, 0.307, -0.566, -1.620, 0.039, -0.646, 0.450, -0.861, -0.320, -0.234, -0.873, 0.677, 0.897, 0.399, 0.412, 0.544, 0.045, 0.287, 0.164, 0.307, 0.464, 0.331, 0.423, 0.298, 0.408, -0.062, 0.390, 0.270, 0.015, 0.388, 0.382, 0.145, 0.331, 1.110, 0.455, 0.567, 0.434, 0.375, 0.334, 0.459, 0.270, 0.327, 0.348, 0.469, 0.276, 0.376, -0.201, 0.365, 0.495, 0.498, 0.370]}